1.
This record from the Open Molecules 2025 dataset describes a structure of composition C44H33AsO5PPdS. The level of theory is ωB97M-V/def2-TZVPD.

```
86
Properties=species:S:1:pos:R:3:forces:R:3:mulliken_charge:R:1
Pd -1.721241 -0.254157 0.195612 -0.5 -0.1 -0.2 -0.22
S -3.795683 -0.917633 -0.444251 -0.1 -0.2 0.2 -0.46
C -4.329718 0.030586 -1.807095 0.2 0.2 -0.2 0.87
C -5.610598 -0.186195 -2.339151 0.0 0.0 0.0 -0.91
C -6.023480 0.488703 -3.471768 0.0 0.0 0.1 -0.53
C -5.187726 1.399661 -4.112167 0.0 0.1 -0.1 -0.72
C -3.932434 1.647174 -3.584118 0.0 0.1 0.1 -0.42
C -3.523815 0.990276 -2.431116 0.1 -0.1 0.1 -0.04
As -1.852804 1.266364 -1.512995 0.0 -0.1 -0.3 1.29
C -2.073376 2.952443 -0.614273 0.0 0.1 0.0 0.48
C -3.322600 3.251986 -0.081776 0.0 0.1 0.0 -0.62
C -3.489181 4.396162 0.683248 0.0 0.0 0.0 -0.70
C -2.408869 5.234189 0.926785 0.0 0.0 0.0 -0.51
C -1.159353 4.924590 0.409161 0.0 0.0 0.0 -0.94
C -0.988009 3.781177 -0.358690 0.0 0.0 0.1 0.14
C -0.565751 1.650720 -2.912979 -0.2 0.0 0.1 0.45
C 0.250172 0.644966 -3.410923 0.0 -0.1 0.0 -0.47
C 1.101067 0.914413 -4.471064 0.0 0.0 0.0 -0.52
C 1.143365 2.183907 -5.032454 0.0 0.0 0.0 -0.55
C 0.324003 3.189228 -4.537794 0.0 0.0 0.0 -0.81
C -0.533720 2.920607 -3.479487 0.0 0.0 0.0 -0.21
H -6.260619 -0.910205 -1.863772 0.0 0.0 0.0 0.45
H -7.010153 0.294058 -3.875498 0.0 0.0 0.0 0.34
H -5.516950 1.907124 -5.009718 0.0 0.0 0.0 0.39
H -3.264626 2.355033 -4.062549 0.0 0.0 0.0 0.37
H -4.159888 2.583597 -0.251494 0.0 0.0 0.0 0.42
H -4.461618 4.625261 1.100313 0.0 0.0 0.0 0.39
H -2.538764 6.122878 1.531820 0.0 0.0 0.0 0.37
H -0.308757 5.562141 0.615217 0.0 0.0 0.0 0.44
H -0.003290 3.526756 -0.734732 0.0 0.0 0.0 0.45
H 0.248627 -0.330220 -2.943100 0.0 0.0 0.0 0.17
H 1.747163 0.130867 -4.845904 0.0 0.0 0.0 0.40
H 1.817598 2.391083 -5.854637 0.0 0.0 0.0 0.40
H 0.350792 4.181286 -4.971400 0.0 0.0 0.0 0.40
H -1.174324 3.705779 -3.094599 0.0 0.0 0.0 0.46
O -3.803860 -3.003121 1.993512 0.1 0.0 -0.1 -0.74
C -2.623001 -2.679418 2.045703 -0.3 0.0 0.0 -0.17
O -2.156613 -1.486888 1.931260 0.6 0.1 0.0 -0.58
C -1.617708 -3.777557 2.397471 0.1 0.1 0.0 0.23
C -2.106454 -4.841180 3.157392 0.0 0.0 0.0 -0.59
C -1.264532 -5.829092 3.631443 0.0 0.0 0.0 -0.58
C 0.094903 -5.768311 3.347171 0.0 0.0 0.0 -0.71
C 0.583258 -4.734262 2.569604 0.0 0.0 0.0 -0.23
C -0.260603 -3.738679 2.068671 0.0 0.0 0.0 0.19
P 0.414704 -2.363719 1.034809 0.1 -0.2 -0.2 1.36
C 1.378492 -1.584884 2.392412 0.0 0.0 0.2 1.23
C 2.736320 -1.769745 2.634972 0.0 0.0 0.0 -0.25
C 3.338646 -1.206476 3.753945 0.0 0.0 0.0 -0.68
C 2.588612 -0.470405 4.656688 0.0 0.0 0.0 -0.52
C 1.230440 -0.288759 4.429139 0.0 0.0 -0.1 -0.58
C 0.630810 -0.828740 3.301980 0.1 0.0 0.0 -0.78
C 1.701716 -3.237741 0.040627 0.0 0.0 0.0 0.23
C 2.783189 -2.526347 -0.490592 0.0 -0.1 0.0 -0.53
C 3.664520 -3.127999 -1.376543 0.0 0.0 0.0 -0.95
C 3.477529 -4.444710 -1.773817 0.0 0.0 0.0 -0.52
C 2.393138 -5.152088 -1.281207 0.0 0.0 0.0 -0.72
C 1.515830 -4.554635 -0.386507 0.0 0.0 0.0 -0.56
H -3.167214 -4.855213 3.367640 0.0 0.0 0.0 0.49
H -1.661407 -6.638513 4.232710 0.0 0.0 0.0 0.37
H 0.771252 -6.523061 3.730832 0.0 0.0 0.0 0.41
H 1.641506 -4.692439 2.341763 0.0 0.0 0.0 0.43
H 3.335190 -2.361726 1.955256 0.0 0.0 0.0 0.40
H 4.399264 -1.354009 3.920345 0.0 0.0 0.0 0.41
H 3.059417 -0.039170 5.532206 0.0 0.0 0.0 0.37
H 0.632790 0.285958 5.126678 0.0 0.0 0.0 0.43
H -0.427501 -0.688855 3.123493 0.0 0.0 0.0 0.24
H 2.918861 -1.484986 -0.237667 0.0 0.1 0.0 0.42
H 4.493283 -2.552442 -1.771688 0.0 0.0 0.0 0.40
H 4.163946 -4.910656 -2.470517 0.0 0.0 0.0 0.38
H 2.223483 -6.175632 -1.593599 0.0 0.0 0.0 0.39
H 0.669835 -5.121766 -0.021556 0.0 0.0 0.0 0.45
O 2.767904 2.334579 -1.696683 0.0 0.0 -0.1 -0.25
C 2.909149 2.573629 -0.364161 0.0 0.1 0.1 0.94
C 3.844672 3.496835 0.097620 0.0 0.0 0.0 -1.03
C 3.954714 3.776001 1.450660 0.0 0.0 0.0 -0.58
C 3.114941 3.148296 2.357252 0.0 0.0 0.0 -1.09
C 2.174445 2.241703 1.893422 0.0 0.0 0.0 -0.40
C 2.068427 1.923086 0.545672 0.0 0.1 0.0 0.35
C 1.065172 0.884396 0.109015 -0.1 -0.3 -0.2 1.73
O -0.015063 0.861574 0.790636 0.0 0.2 0.3 -1.24
O 1.339992 0.144830 -0.836815 0.0 0.0 0.1 -0.60
H 3.389748 2.889249 -2.177675 0.0 0.0 0.0 0.25
H 4.486537 4.001249 -0.618595 0.0 0.0 0.0 0.34
H 4.694269 4.491208 1.789553 0.0 0.0 0.0 0.40
H 3.188138 3.359072 3.416336 0.0 0.0 0.0 0.44
H 1.499477 1.746953 2.577079 0.0 0.0 0.0 0.54
```
Forces are in eV/Å.

Orbital gap in eV: 7.0
Total charge: -1
LUMO in Eh: 0.086
Calculated total energy in eV: -140847.796

2.
This record from the Open Molecules 2025 dataset describes a structure of composition C44H33Cl3F3N5O2OsS4. The level of theory is ωB97M-V/def2-TZVPD.

```
95
Properties=species:S:1:pos:R:3:forces:R:3:mulliken_charge:R:1
Os -0.124259 0.643402 1.105719 -1.3 0.8 0.2 0.60
N 0.088759 -1.299361 1.129676 0.2 -2.3 -0.2 -0.10
S 0.290044 -2.417533 2.099638 0.6 1.2 -0.2 1.52
N 1.438710 -2.062238 3.239891 -0.2 -0.3 0.5 -0.50
S 2.525995 -0.996721 2.864007 -0.5 -0.2 -0.6 1.14
N 1.942429 0.456424 2.571472 -0.5 -0.2 -0.8 -0.13
S 2.213516 1.701143 3.658785 0.1 0.3 0.3 0.03
N 0.199936 2.411306 1.388860 -1.2 -1.0 2.9 -0.37
C 3.543832 2.602728 2.895880 0.0 -0.1 0.0 1.09
C 4.323090 3.444061 3.685708 -0.2 -0.2 -0.1 -0.91
C 5.422385 4.071230 3.125951 0.0 0.1 -0.1 -0.73
C 5.738120 3.866548 1.788500 0.0 0.0 0.0 -0.67
C 4.933935 3.056682 0.999332 0.1 0.1 0.0 -1.00
C 3.826752 2.433780 1.547512 -0.2 -0.1 0.0 0.00
C -0.546301 3.812931 4.214343 -1.0 0.8 1.3 1.28
C -1.477372 4.677881 3.764518 0.3 -0.2 -1.4 -0.50
C -2.215323 5.312331 4.771249 0.4 -0.2 0.3 -0.63
C -1.943369 5.044489 6.098738 -0.1 0.1 0.2 -0.63
C -0.959352 4.146149 6.463638 -0.2 0.2 -0.4 -0.57
C -0.219242 3.478173 5.479205 1.0 -1.0 -0.4 -0.76
C 3.355637 -1.569159 1.374969 0.2 0.2 0.3 0.71
C 3.061338 -1.037197 0.130691 -0.2 0.4 0.0 0.66
C 3.648493 -1.591963 -0.996162 0.0 0.0 0.1 -0.94
C 4.520748 -2.662079 -0.869890 0.0 0.0 0.0 -0.71
C 4.798860 -3.192907 0.381079 0.0 0.0 0.1 -0.87
C 4.216619 -2.646994 1.513197 0.0 -0.1 0.1 -0.74
C 3.699815 -0.976878 4.220914 -0.2 -0.1 -0.4 0.03
C 3.354872 -1.540671 5.437514 -0.3 -0.1 -0.2 -0.41
C 4.262763 -1.485639 6.481867 0.0 0.1 -0.1 -0.81
C 5.490158 -0.869882 6.297078 0.0 0.0 0.0 -0.56
C 5.818282 -0.303478 5.074071 -0.1 0.0 -0.1 -0.92
C 4.921014 -0.349114 4.019641 0.0 0.0 -0.2 -0.31
C -1.153234 -2.880320 3.070145 0.6 -0.2 -0.1 0.51
C -2.226521 -3.423103 2.380110 0.1 -0.1 -0.1 -0.89
C -3.391960 -3.698077 3.078055 0.1 0.0 0.0 -0.56
C -3.462935 -3.435867 4.437901 0.0 -0.1 0.0 -0.56
C -2.368718 -2.924558 5.118882 0.1 0.1 -0.1 -0.84
C -1.199841 -2.639799 4.431930 0.1 0.0 0.2 -0.02
C 0.844945 -3.921915 1.296303 -0.3 0.3 0.2 0.01
C 1.068278 -5.038650 2.083042 0.0 -0.1 0.1 -0.75
C 1.392082 -6.234776 1.464713 0.0 0.1 0.1 -0.83
C 1.481201 -6.299079 0.081614 0.0 0.1 -0.1 -0.53
C 1.288081 -5.161750 -0.687644 0.0 0.0 0.1 -0.87
C 0.963005 -3.960075 -0.079798 -0.1 0.3 0.0 -0.07
H 4.071044 3.590256 4.724754 0.1 0.0 0.2 0.49
H 6.047782 4.706738 3.734829 0.0 0.1 0.1 0.46
H 6.612701 4.333934 1.363050 0.1 0.1 0.0 0.44
H 5.175909 2.899711 -0.042058 0.0 0.0 -0.1 0.53
H 3.180868 1.814430 0.939357 0.1 -0.1 0.0 0.24
H -1.671211 4.887745 2.726891 -0.1 0.0 -0.1 0.63
H -2.990874 6.004745 4.483457 0.0 0.1 -0.1 0.45
H -2.510284 5.551199 6.864868 -0.1 0.0 0.1 0.44
H -0.745804 3.943104 7.500931 0.1 -0.1 0.1 0.45
H 0.544126 2.765672 5.740688 0.1 -0.1 0.1 0.56
H 2.362567 -0.215019 0.042240 0.1 0.0 -0.1 -0.30
H 3.415738 -1.189627 -1.970392 0.0 0.1 -0.1 0.56
H 4.989483 -3.081036 -1.747192 0.0 -0.1 -0.1 0.46
H 5.467424 -4.032988 0.479479 0.1 -0.1 0.0 0.52
H 4.428136 -3.045472 2.493489 0.1 -0.1 0.1 0.61
H 2.396162 -2.018800 5.544163 -0.1 -0.1 0.1 0.46
H 4.010030 -1.915737 7.438176 0.0 -0.1 0.1 0.49
H 6.195240 -0.831781 7.111613 0.1 0.0 0.1 0.46
H 6.772202 0.178349 4.940019 0.1 0.1 0.0 0.48
H 5.162243 0.088231 3.061779 0.1 0.1 -0.1 0.59
H -2.154934 -3.627173 1.322309 -0.1 0.0 -0.1 0.49
H -4.243820 -4.105618 2.556391 0.0 0.0 -0.1 0.46
H -4.374916 -3.642347 4.976238 -0.1 0.0 0.0 0.44
H -2.424092 -2.743532 6.181249 0.0 0.0 0.1 0.47
H -0.331304 -2.249729 4.938765 0.0 0.1 0.1 0.41
H 0.972785 -4.965048 3.154596 0.0 -0.1 0.2 0.48
H 1.554219 -7.119148 2.059899 0.0 -0.1 0.1 0.48
H 1.684304 -7.242740 -0.401707 0.1 -0.1 0.0 0.46
H 1.365214 -5.207749 -1.761521 0.0 0.0 -0.1 0.51
H 0.774048 -3.062924 -0.648438 0.0 0.1 -0.1 0.53
F 0.889535 4.911352 -3.906206 0.1 0.2 0.1 -0.28
C 0.589824 3.836759 -3.178701 -0.1 0.0 -0.3 0.54
F -0.680990 3.517804 -3.444400 -0.1 -0.1 0.2 -0.21
F 1.353814 2.830863 -3.623760 0.1 0.0 0.2 -0.20
C 0.778000 4.100329 -1.694035 0.2 0.8 -0.2 -0.12
C 1.061028 5.375992 -1.233560 -0.2 -0.9 -0.2 -0.19
C 1.174851 5.595532 0.144973 -0.1 -0.2 0.4 -1.35
C 0.923030 4.581362 1.022013 0.1 0.4 -0.2 -0.08
N 0.571998 3.340433 0.573139 0.8 1.7 -2.7 0.54
C 0.585589 3.055695 -0.782062 -0.1 -1.1 0.5 0.76
S 0.344242 1.384721 -1.153073 -0.3 0.0 1.3 -0.50
H 1.184951 6.190963 -1.928571 0.1 0.0 -0.1 0.58
H 1.434541 6.568977 0.525008 0.0 0.1 0.1 0.51
H 0.951585 4.688090 2.097189 0.0 -0.1 0.0 0.68
Cl -2.999223 2.395131 2.253717 -0.5 0.3 0.0 -0.08
C -2.910313 0.742845 2.828996 -0.5 -0.5 -0.8 0.55
Cl -4.082556 0.397954 4.066377 0.2 0.1 -0.1 -0.04
Cl -1.256517 0.486461 3.489217 0.7 0.0 0.0 0.06
C -3.053615 -0.227960 1.515547 -0.8 0.4 2.6 0.36
O -3.908910 -1.062787 1.567720 -0.1 -0.1 -0.4 -0.55
O -2.229012 0.072344 0.630822 2.9 0.9 -2.0 -0.62
```
Forces are in eV/Å.

Orbital gap (alpha / beta) in eV: 4.4 / 4.4
Total charge: +2
LUMO (alpha / beta) in Eh: -0.302 / -0.301
Calculated total energy in eV: -149213.461

3.
This record from the Open Molecules 2025 dataset describes a structure of composition C44H34Cl3N3O8W. The level of theory is ωB97M-V/def2-TZVPD.

```
93
Properties=species:S:1:pos:R:3:forces:R:3:nbo_charge:R:1
W 0.341256 -0.463164 -0.272367 0.9 1.2 0.6 2.49
O 0.183693 -0.320422 1.505458 -0.4 -1.0 1.1 -0.65
C -0.733099 -0.569946 2.613569 0.1 -0.3 0.4 0.23
C -1.962253 0.192823 2.182571 0.0 0.1 -0.2 -0.47
C -2.605498 -0.195732 0.873482 0.2 0.0 -0.2 0.26
C -3.980832 -0.289010 0.887833 -0.3 0.0 0.0 -0.18
C -4.681980 -0.486825 -0.282095 -0.2 0.0 0.0 -0.10
C -3.976681 -0.584678 -1.461328 -0.2 0.0 0.0 -0.23
C -2.597933 -0.517986 -1.459801 0.1 0.1 0.2 0.27
C -1.931567 -0.722102 -2.801296 0.0 -0.1 0.1 -0.48
C -0.703350 0.108502 -3.109964 0.0 0.4 -0.2 0.32
O 0.185199 -0.279598 -2.021325 -0.4 0.9 -1.6 -0.61
C -0.885250 1.619062 -3.035288 0.0 -0.1 0.1 -0.11
C 0.247871 2.422682 -2.921558 0.0 0.0 -0.1 -0.21
C 0.125826 3.798774 -2.869682 0.0 0.1 0.0 -0.20
C -1.134467 4.389558 -2.944882 0.0 0.0 0.0 -0.20
C -2.259982 3.593263 -3.082659 0.0 0.0 0.0 -0.20
C -2.134811 2.207476 -3.129622 -0.1 0.0 0.1 -0.17
C -0.102887 -0.275654 -4.453591 0.3 -0.1 0.1 -0.10
C -0.602827 0.323041 -5.606023 -0.1 0.0 0.0 -0.16
C -0.074053 -0.005558 -6.844526 0.0 0.0 0.0 -0.20
C 0.966181 -0.920613 -6.940861 0.0 0.0 0.0 -0.19
C 1.467119 -1.516274 -5.792988 0.0 0.0 0.0 -0.18
C 0.934305 -1.198614 -4.549157 -0.1 0.0 -0.1 -0.23
N -1.919715 -0.331264 -0.296332 0.2 -0.2 0.1 -0.45
C -0.097293 -0.000584 3.875862 0.1 0.4 -0.2 0.01
C -0.613928 1.143221 4.476729 0.0 0.0 0.1 -0.23
C 0.004675 1.699750 5.589186 0.0 0.0 0.1 -0.20
C 1.156810 1.128768 6.103574 0.1 -0.1 0.0 -0.18
C 1.684811 -0.011279 5.504978 0.0 0.0 0.0 -0.18
C 1.061167 -0.573407 4.402434 -0.1 0.0 0.0 -0.22
C -0.978377 -2.075022 2.762526 0.0 0.1 -0.2 -0.08
C -2.176738 -2.513559 3.313133 -0.1 0.0 0.1 -0.20
C -2.414222 -3.868317 3.510807 0.0 0.0 0.0 -0.19
C -1.455981 -4.804574 3.155878 0.0 0.0 0.0 -0.19
C -0.253609 -4.374633 2.607744 0.0 -0.1 0.0 -0.21
C -0.020000 -3.022871 2.415104 0.0 0.1 0.1 -0.15
H -1.698643 1.246812 2.101586 0.0 0.1 0.1 0.24
H -2.703681 0.120112 2.968504 -0.2 0.0 0.0 0.26
H -4.503069 -0.192302 1.829928 0.0 0.0 0.0 0.24
H -5.763196 -0.548715 -0.275325 0.0 0.0 0.0 0.25
H -4.491906 -0.726553 -2.402537 0.0 0.0 0.0 0.25
H -2.662101 -0.551368 -3.587501 -0.1 -0.1 0.0 0.26
H -1.636099 -1.770840 -2.882249 0.0 -0.1 -0.1 0.25
H 1.229159 1.967386 -2.889267 0.1 0.0 0.0 0.23
H 1.012214 4.417225 -2.792722 0.0 0.0 0.0 0.23
H -1.232591 5.467771 -2.919434 0.0 0.0 0.0 0.24
H -3.240005 4.047704 -3.162914 0.0 0.0 0.0 0.23
H -3.029172 1.602665 -3.244295 0.1 0.1 0.0 0.21
H -1.402198 1.054182 -5.545061 0.1 0.0 0.0 0.22
H -0.466003 0.467138 -7.736892 0.0 0.0 0.1 0.23
H 1.387815 -1.163369 -7.908688 0.0 0.0 0.1 0.23
H 2.277479 -2.230954 -5.862210 0.0 0.0 0.0 0.23
H 1.335763 -1.668530 -3.663950 0.0 0.0 0.1 0.23
H -1.518829 1.611562 4.108262 0.1 0.0 0.1 0.21
H -0.422879 2.578932 6.056335 0.0 0.0 0.0 0.23
H 1.636860 1.560820 6.973002 0.0 0.0 0.0 0.24
H 2.577034 -0.475684 5.908256 -0.1 0.0 0.0 0.23
H 1.479365 -1.470338 3.966814 0.0 0.0 0.0 0.22
H -2.937229 -1.806606 3.624630 0.0 -0.1 0.0 0.21
H -3.350573 -4.187780 3.953247 0.1 0.0 0.0 0.23
H -1.641185 -5.860475 3.314291 0.0 0.1 0.0 0.24
H 0.511954 -5.094551 2.340402 0.0 0.0 0.0 0.22
H 0.923565 -2.715616 1.991535 0.1 0.1 0.0 0.19
O -0.538689 1.590622 -0.125498 0.0 -0.5 -0.2 -0.58
C -0.108926 2.590302 0.471696 0.1 0.2 0.0 0.49
C 1.192842 2.736808 1.008129 -0.3 0.1 0.1 -0.31
C 1.503413 3.821493 1.835731 -0.2 0.2 0.1 -0.08
C 2.770521 3.913774 2.330992 0.1 0.0 0.1 -0.01
C 3.749239 2.973836 2.011551 0.1 0.0 0.1 -0.08
C 3.453463 1.926346 1.165148 0.3 -0.1 0.0 -0.27
C 2.165076 1.796290 0.663245 0.2 -0.1 0.0 0.49
O 1.878575 0.817930 -0.181445 -0.7 -0.9 -0.7 -0.71
N 3.112596 5.037267 3.231092 0.1 0.1 0.1 0.53
O 2.243797 5.858422 3.442898 0.1 -0.2 -0.1 -0.35
O 4.234853 5.049697 3.688604 -0.2 0.0 -0.1 -0.34
H -0.815811 3.416664 0.581361 0.0 0.1 -0.1 0.20
H 0.763451 4.570098 2.092257 0.0 0.0 0.0 0.27
H 4.734635 3.087393 2.441793 0.0 0.0 0.0 0.27
H 4.207241 1.199460 0.888629 0.0 0.1 0.0 0.24
Cl 5.664137 -0.720469 -1.168591 0.0 0.0 0.0 0.10
C 4.919244 -2.168656 -0.471489 -0.2 0.3 -0.2 -0.25
Cl 5.784615 -2.699606 0.943330 0.1 -0.1 0.4 0.14
Cl 4.802204 -3.446129 -1.666329 -0.1 -0.1 -0.1 0.13
C 3.546877 -1.786402 -0.077931 0.9 -0.3 0.0 0.44
N 2.490935 -1.485075 0.213537 -1.2 0.0 0.3 -0.36
C -0.449788 -4.369531 -1.571579 -0.1 -0.1 0.2 -0.73
C 0.111781 -3.067890 -1.135967 0.1 0.0 0.1 0.82
O 1.178801 -2.608836 -1.518657 0.3 0.1 -0.4 -0.61
O -0.569915 -2.319428 -0.296153 0.6 0.2 0.1 -0.71
H 0.058567 -4.711317 -2.467837 0.0 0.0 0.0 0.26
H -1.524464 -4.292942 -1.731250 0.0 0.0 0.0 0.25
H -0.292718 -5.093964 -0.766563 0.0 0.0 -0.1 0.27
```
Forces are in eV/Å.

Orbital gap in eV: 6.8
Total charge: +2
LUMO in Eh: -0.254
Calculated total energy in eV: -106407.838

- What is the calculated total energy in the second record?
  -149213.461 eV

- Which of these has the lowest calculated total energy?
  C44H33Cl3F3N5O2OsS4